Entry 1:
120
Properties=species:S:1:pos:R:3:forces:R:3:lowdin_charge:R:1 method="wB97M-V/def2-TZVPD" max_force_ha_per_bohr=0.0308 e_above_lowest_kj_mol=0.00 lumo_energy_ev="1.21 / 1.21" charge=-1
Ca -0.00364 0.26705 0.15502 0.8 0.3 -0.1 1.3573
I -3.58644 8.77312 2.91382 -0.1 0.1 0.0 0.8206
C -2.62820 7.09905 2.12242 0.1 -0.1 -0.1 -0.7537
C -2.11786 7.15003 0.83326 0.0 -0.2 0.0 -0.1539
C -1.46894 6.03202 0.31819 0.0 0.1 0.0 -0.0339
C -1.32590 4.86748 1.06931 0.1 -0.2 0.0 -0.1937
C -1.85162 4.84689 2.36167 -0.1 0.0 0.1 -0.0231
C -2.50319 5.95326 2.89529 0.1 -0.1 -0.1 -0.1475
C -0.62901 3.65395 0.54027 -0.1 0.0 -0.1 -0.0587
C -1.12980 3.07557 -0.63729 0.3 0.0 0.1 -0.2327
C -2.30009 3.53221 -1.38343 0.0 0.1 0.1 -0.0064
C -2.38268 2.76487 -2.48745 0.0 -0.1 0.0 -0.0286
C -1.28679 1.78793 -2.41435 0.1 -0.1 0.0 -0.2539
C -1.12783 0.68498 -3.29802 -0.3 0.1 -0.1 -0.0277
C -1.49507 0.88655 -4.73690 0.1 -0.1 0.3 -0.1278
C -1.54884 -0.14815 -5.68496 -0.1 0.0 -0.1 -0.0264
C -1.86642 0.07430 -7.01774 0.0 0.1 0.2 -0.1563
C -2.10708 1.36386 -7.46382 0.0 0.0 0.1 -0.7648
I -2.59611 1.70632 -9.45792 0.0 0.0 -0.1 0.8163
C -1.96870 2.42784 -6.58941 0.0 -0.1 0.1 -0.1559
C -1.64631 2.18437 -5.26085 0.0 0.0 -0.1 -0.0413
C -0.61872 -0.58400 -2.84246 0.3 0.1 0.0 -0.2346
N 0.33592 -0.71290 -1.89830 -0.1 -0.2 -0.6 0.0036
C 0.68377 -2.04373 -1.83203 0.3 0.0 -0.1 -0.2444
C 1.80680 -2.52135 -1.13896 0.0 0.0 -0.1 -0.0586
C 2.38004 -3.83868 -1.58101 -0.3 0.0 0.1 -0.1766
C 3.61725 -3.88979 -2.22386 0.0 0.0 0.0 -0.0268
C 4.13899 -5.09233 -2.68999 -0.1 0.1 0.1 -0.1494
C 3.41440 -6.26323 -2.50646 0.1 0.2 0.0 -0.7536
I 4.16745 -8.06810 -3.22791 0.1 -0.1 0.0 0.8211
C 2.19171 -6.24547 -1.85859 0.0 0.2 0.1 -0.1492
C 1.68607 -5.03299 -1.40025 -0.1 -0.2 0.0 -0.0381
C 2.52841 -1.82195 -0.13222 0.1 0.1 0.0 -0.2493
C 3.72976 -2.29151 0.51922 -0.1 -0.1 -0.1 -0.0320
C 4.08175 -1.33626 1.42246 0.0 0.1 0.1 -0.0273
C 3.08771 -0.29084 1.33280 0.0 0.1 0.0 -0.2418
N 2.16705 -0.62077 0.39684 0.2 -0.3 -0.1 0.0269
C 3.10081 0.92725 2.06873 -0.1 0.1 -0.1 -0.0547
C 2.19578 1.98757 1.95543 0.1 -0.1 0.1 -0.2382
C 2.21502 3.20427 2.75214 0.0 -0.1 0.0 -0.0034
C 1.15997 3.94886 2.34720 0.0 0.0 -0.1 -0.0074
C 0.49399 3.19640 1.29206 0.2 0.0 -0.1 -0.2512
N 1.14101 2.03469 1.09119 0.1 0.5 0.1 0.0071
C 4.24253 1.10969 3.01972 -0.1 -0.1 0.0 -0.2102
C 5.29744 1.96404 2.70925 0.1 0.1 0.0 -0.0198
C 6.38784 2.09916 3.56267 -0.2 -0.1 0.0 -0.1488
C 6.41593 1.36727 4.74292 -0.1 0.0 -0.1 -0.7555
I 8.05606 1.53193 6.01486 0.1 0.0 0.1 0.8290
C 5.37169 0.52218 5.08582 -0.1 0.0 -0.2 -0.1543
C 4.29110 0.40226 4.21780 0.0 0.0 0.1 -0.0281
C -0.18920 -2.80271 -2.70649 0.1 0.1 -0.1 0.0012
C -1.00448 -1.90855 -3.31618 0.0 0.0 0.1 -0.0301
N -0.58031 2.00412 -1.28592 -0.1 0.4 -0.2 0.0065
H -2.21684 8.04806 0.23723 0.0 0.0 0.0 0.0881
H -1.05282 6.06648 -0.68217 0.0 0.0 0.0 0.1223
H -1.74957 3.93724 2.94694 0.0 0.1 0.0 0.1156
H -2.90972 5.91797 3.89816 0.0 0.0 0.0 0.0902
H -2.98200 4.31412 -1.08288 0.0 -0.1 0.0 0.1042
H -3.16899 2.77690 -3.22764 0.1 0.0 0.0 0.1073
H -1.30789 -1.15765 -5.40173 0.0 0.1 -0.1 0.0779
H -1.90361 -0.76155 -7.70401 0.0 0.0 0.0 0.0899
H -2.07870 3.44790 -6.93759 0.0 -0.1 0.0 0.0908
H -1.46286 3.03954 -4.63005 0.0 0.0 0.0 0.1021
H 4.17121 -2.96832 -2.36888 0.0 -0.1 0.0 0.1260
H 5.09283 -5.11073 -3.19997 0.0 0.0 0.0 0.0888
H 1.63537 -7.16165 -1.70784 0.0 0.0 0.0 0.0894
H 0.73340 -5.00548 -0.88514 0.0 0.0 0.0 0.0785
H 4.22993 -3.22999 0.32660 0.0 0.1 0.0 0.1047
H 4.93770 -1.34288 2.08320 0.0 0.0 -0.1 0.1023
H 2.93797 3.44863 3.51676 0.0 0.0 0.0 0.1045
H 0.87569 4.92581 2.70650 0.0 0.0 0.0 0.1041
H 5.26240 2.52542 1.78053 0.0 -0.1 0.1 0.1284
H 7.20512 2.76000 3.30468 0.0 0.0 0.0 0.0894
H 5.39428 -0.03406 6.01378 0.0 0.0 0.0 0.0881
H 3.46265 -0.25004 4.47592 0.1 0.0 0.0 0.1227
H -0.21173 -3.87588 -2.81619 0.0 0.1 0.0 0.1026
H -1.86360 -2.13949 -3.92701 0.1 0.0 0.0 0.1016
C -4.03923 -1.46709 3.04345 0.1 -0.1 0.0 -0.0603
C -3.19317 -0.51927 2.20941 0.1 0.1 -0.2 -0.5567
O -3.84115 0.76644 2.10888 -0.1 -0.3 0.1 -0.0786
P -3.06562 -1.05971 0.46123 0.1 0.6 -0.4 0.4747
O -2.83829 -2.58647 0.35039 0.0 -0.2 0.0 -0.1335
O -4.56880 -0.99088 -0.09413 0.1 0.2 0.2 -0.1027
O -2.15472 -0.11896 -0.26784 -1.3 -0.9 0.3 -0.3714
P -1.45401 -0.25248 2.83045 -0.1 -0.2 -0.2 0.3492
O -1.39700 -0.91196 4.30726 0.0 0.0 0.1 -0.1365
O -1.27915 1.22600 2.93698 -0.1 -0.1 -0.1 -0.2831
O -0.54267 -1.06029 1.92866 -0.4 -0.1 0.9 -0.4408
H -4.95774 -1.72810 2.51350 0.0 0.0 0.0 0.0838
H -4.29907 -0.97631 3.98187 0.0 0.0 0.0 0.0891
H -3.49405 -2.38827 3.26603 -0.1 0.1 -0.1 0.0569
H -3.14380 1.42814 2.25570 0.1 0.0 0.0 0.0614
H -1.90422 -3.00949 0.42124 0.0 0.0 0.0 0.0186
H -4.85765 -0.06707 -0.08979 0.0 0.0 0.0 0.0866
H -1.27182 -0.19212 4.93885 0.0 0.0 0.0 0.0782
N -0.50566 -3.73792 0.74479 -0.1 0.2 0.1 -0.3066
S -0.58219 -5.01609 1.66554 0.0 0.0 -0.4 1.0411
C 0.94595 -5.16842 2.55173 0.2 0.0 0.2 -0.4009
C 1.33644 -6.44186 2.95034 0.0 0.0 0.1 -0.0852
C 2.52189 -6.59875 3.65297 0.0 0.1 0.0 -0.0807
C 3.30397 -5.48557 3.94534 0.0 0.0 0.0 -0.0763
C 2.90474 -4.22076 3.53347 0.0 0.0 0.0 -0.0614
C 1.72142 -4.05145 2.82415 0.1 0.0 0.0 -0.0667
C -1.70006 -4.85893 3.05989 -0.3 0.1 0.1 -0.3698
C -1.40536 -4.16037 4.22295 0.0 0.0 0.1 -0.0690
C -2.37532 -4.05293 5.21003 0.0 0.0 0.0 -0.0802
C -3.62514 -4.63499 5.03571 0.0 0.0 0.0 -0.0868
C -3.91942 -5.32324 3.86497 0.1 0.0 0.0 -0.0822
C -2.95581 -5.43311 2.87109 0.0 0.0 0.1 -0.0919
H -0.15381 -2.90133 1.22659 -0.1 -0.2 0.1 -0.0140
H 0.71628 -7.30092 2.71155 0.0 0.1 0.0 0.1097
H 2.83711 -7.58634 3.96743 0.0 0.0 0.0 0.1022
H 4.23530 -5.60745 4.48608 0.0 0.0 0.0 0.1026
H 3.51901 -3.35506 3.74537 0.0 0.0 0.0 0.1015
H 1.42186 -3.06108 2.49113 0.0 -0.1 0.0 0.1063
H -0.43710 -3.69473 4.36231 -0.1 0.0 0.0 0.1097
H -2.15590 -3.49279 6.11090 0.0 0.0 0.0 0.1092
H -4.37728 -4.54037 5.81071 0.0 0.0 0.0 0.1040
H -4.89841 -5.76513 3.72089 0.1 0.0 0.0 0.1043
H -3.17577 -5.95903 1.94639 0.0 0.1 0.1 0.1073

---

Entry 2:
76
Properties=species:S:1:pos:R:3:forces:R:3:nbo_charge:R:1 method="wB97M-V/def2-TZVPD" max_force_ha_per_bohr=0.1081 e_above_lowest_kj_mol=0.00 lumo_energy_ev=2.30 charge=-1
Mg 0.78669 -0.85563 -0.91861 -1.8 0.7 0.4 1.7878
C -2.26011 0.11361 -2.58029 -0.1 0.0 0.1 -0.6181
C -2.04436 -1.36161 -2.28992 0.0 -0.1 0.0 -0.2200
N -0.66143 -1.79242 -2.51532 -0.1 0.0 0.0 -0.5208
C -0.21035 -1.53142 -3.89876 0.1 -0.1 0.1 -0.2364
C -1.10978 -2.07441 -5.00932 0.0 0.0 0.0 -0.6390
C -0.46993 -3.20950 -2.14515 0.1 0.1 0.0 -0.2329
C 1.00261 -3.54839 -1.84830 0.0 -0.3 0.2 -0.2199
N 1.58652 -2.66316 -0.86130 0.2 0.6 -0.3 -0.9478
C 2.76996 -2.02416 -1.34663 1.0 -1.4 -1.5 -0.0370
C 2.81680 -0.64243 -1.79905 1.4 1.2 5.2 0.3837
F 1.51862 0.21147 -2.43388 -1.3 -0.2 -1.9 -0.6313
C 3.99947 -0.15228 -2.35778 -0.2 -0.4 -0.1 0.2455
F 4.04874 1.15510 -2.74166 0.1 0.2 0.2 -0.3515
C 5.16931 -0.88509 -2.38596 -0.1 -0.4 -0.1 -0.3561
C 5.15338 -2.18119 -1.89285 0.0 0.4 -0.1 0.2315
F 6.28244 -2.95099 -1.94612 0.1 0.0 0.0 -0.3524
C 3.97348 -2.73081 -1.40745 -0.5 0.3 -0.5 0.3205
F 4.01494 -4.00606 -0.94731 0.0 -0.1 0.1 -0.3464
H -3.27862 0.39827 -2.30024 0.0 0.0 0.0 0.1995
H -2.13070 0.35033 -3.63500 0.0 0.0 -0.1 0.2011
H -1.56632 0.72207 -1.99676 0.0 0.0 -0.1 0.2262
H -2.74263 -1.96596 -2.88854 0.0 0.0 0.0 0.1588
H -2.26692 -1.55647 -1.23764 0.0 0.0 -0.1 0.2123
H 0.78640 -1.96225 -3.99098 0.0 0.1 0.0 0.2211
H -0.06943 -0.46021 -4.01768 0.0 0.0 0.0 0.2230
H -1.24750 -3.15523 -4.94523 0.0 0.0 0.0 0.1998
H -0.64826 -1.85944 -5.97499 0.0 0.0 0.0 0.2126
H -2.09649 -1.60838 -5.00706 0.0 0.0 0.0 0.1928
H -0.84412 -3.87991 -2.93284 -0.1 0.0 0.1 0.1630
H -1.06839 -3.38895 -1.24671 0.1 0.0 0.0 0.1921
H 1.57413 -3.55775 -2.78777 0.0 0.0 0.0 0.1691
H 0.99402 -4.60052 -1.50949 0.0 0.0 0.0 0.1603
H 6.07267 -0.44501 -2.78688 0.0 0.0 0.0 0.2142
O 2.33817 0.06433 -0.35053 0.8 -0.3 -1.5 -1.1997
O -0.80892 -0.26046 0.27541 0.3 0.1 -0.3 -1.2098
P -0.77870 0.66763 1.44736 -0.2 0.0 -0.2 2.5067
N -0.38833 2.19330 0.94518 0.1 0.1 0.0 -0.8377
C -0.23944 3.26257 1.92913 0.0 0.0 0.1 -0.2095
C 0.10517 4.48052 1.08462 -0.1 0.0 0.0 -0.4060
C 0.99453 3.88429 -0.00333 0.1 0.1 -0.1 -0.4004
C 0.39946 2.50649 -0.28357 0.0 -0.3 0.0 -0.2534
N 0.14102 0.06645 2.65136 0.1 0.0 0.2 -0.8437
C 0.16761 0.48448 4.05303 0.1 0.1 0.2 -0.1989
C 1.51495 -0.02445 4.57190 0.0 0.0 0.1 -0.4062
C 1.79891 -1.23156 3.68529 0.1 -0.1 0.0 -0.4083
C 1.32480 -0.77516 2.31873 0.0 0.0 -0.2 -0.2343
N -2.30846 0.81474 2.06924 -0.2 -0.1 -0.1 -0.8143
C -2.75045 1.23198 3.39872 -0.1 -0.1 0.2 -0.1993
C -4.14390 1.82453 3.16997 0.0 0.0 0.1 -0.4090
C -4.62784 1.12533 1.90292 0.0 0.0 0.0 -0.4078
C -3.35914 1.04225 1.06751 0.0 0.1 0.0 -0.2111
H 0.58296 3.05962 2.62847 0.0 0.0 0.0 0.1716
H -1.15642 3.39862 2.51110 0.0 0.0 0.0 0.1858
H 0.59243 5.26225 1.66982 0.0 0.0 0.0 0.2044
H -0.80776 4.89586 0.64840 0.0 0.0 0.0 0.1923
H 2.02122 3.77727 0.35503 0.0 0.0 0.0 0.2102
H 1.02009 4.50172 -0.90163 0.0 0.0 0.0 0.2111
H 1.17910 1.74648 -0.44657 0.0 0.1 -0.2 0.3079
H -0.28606 2.54157 -1.13512 0.1 0.0 0.0 0.1765
H -0.65425 0.02621 4.61529 0.1 0.0 0.0 0.1750
H 0.08417 1.56790 4.16932 0.0 0.0 0.0 0.1855
H 1.46619 -0.26545 5.63513 0.0 0.0 0.0 0.2029
H 2.28682 0.73520 4.42923 0.0 0.0 0.0 0.2027
H 1.22393 -2.09601 4.03047 0.0 0.0 0.0 0.1927
H 2.85261 -1.50820 3.66423 0.0 0.0 0.0 0.2250
H 1.03680 -1.60179 1.66796 0.0 0.0 0.1 0.2366
H 2.07634 -0.20362 1.76234 0.0 -0.1 0.1 0.2620
H -2.08267 1.96332 3.85771 0.0 0.0 0.0 0.1914
H -2.80578 0.37340 4.07670 0.0 0.0 0.0 0.1830
H -4.07272 2.90145 2.99675 0.0 0.0 0.0 0.1975
H -4.79593 1.66403 4.02919 0.0 0.0 0.0 0.2097
H -5.42286 1.66866 1.39175 0.0 0.0 0.0 0.2107
H -4.99203 0.12214 2.13715 0.0 0.0 0.0 0.2010
H -3.19232 1.97958 0.51923 0.0 0.0 0.0 0.1812
H -3.36813 0.23130 0.33854 0.0 0.0 0.0 0.2205

---

Entry 3:
67
Properties=species:S:1:pos:R:3:forces:R:3:nbo_charge:R:1 method="wB97M-V/def2-TZVPD" max_force_ha_per_bohr=0.1588 e_above_lowest_kj_mol=184.83 lumo_energy_ev=1.63 charge=-1
Na 8.47977 13.96675 -18.27157 0.2 -0.8 -0.2 0.9421
P 12.21272 13.54141 -19.38583 0.8 -3.6 0.3 2.5878
F 11.18057 13.95172 -18.17194 -0.2 1.0 -0.3 -0.6184
F 13.45333 14.08291 -18.40069 -0.8 -0.6 -1.2 -0.5955
F 12.20071 12.00643 -18.74200 1.8 1.5 0.2 -0.5786
F 13.29266 13.05745 -20.62229 -0.9 0.8 1.8 -0.6024
F 10.99995 12.94478 -20.23194 -0.5 1.4 -1.0 -0.5786
F 12.11447 14.98692 -20.08954 -0.1 0.2 0.3 -0.5997
P 9.04262 9.97027 -18.06808 0.0 0.7 -3.8 2.5961
F 9.00075 9.86045 -16.49729 0.7 -0.6 0.6 -0.5778
F 7.39983 10.24819 -17.98010 0.7 0.4 -0.2 -0.6132
F 9.39110 11.57229 -18.07209 0.0 1.4 3.6 -0.6210
F 9.07243 10.42010 -19.63641 -0.8 -3.0 -1.5 -0.5941
F 10.67954 9.59406 -18.15627 -2.2 0.0 0.7 -0.5843
F 8.60657 8.40425 -18.44886 1.1 1.1 0.9 -0.5934
C 7.11929 16.23777 -23.46478 -1.6 0.3 -0.9 -0.6381
C 7.51201 14.80480 -23.46070 1.8 -0.2 -0.9 0.0685
C 9.01994 14.53814 -23.42714 0.3 1.7 0.6 -0.0939
O 9.21215 13.65033 -22.33069 0.0 0.0 -1.7 -0.4242
C 8.04422 13.55429 -21.73587 0.6 -3.1 7.5 0.9709
O 7.96032 13.02703 -20.58363 -0.3 2.1 -4.4 -0.6205
O 7.04245 14.13514 -22.34392 -1.3 -0.3 0.0 -0.4606
H 7.36213 17.00811 -22.73286 1.0 -0.7 0.3 0.2265
H 6.03465 16.18646 -23.36977 -0.3 0.3 -0.5 0.2255
H 7.38200 16.55294 -24.47461 -0.2 0.6 0.0 0.2069
H 7.22631 14.33884 -24.40375 -1.1 -0.1 0.2 0.1732
H 9.44575 15.48961 -23.10856 0.7 0.0 -0.3 0.1804
H 9.40391 14.23486 -24.40115 0.3 -0.5 0.4 0.1924
C 11.87255 17.82627 -18.60566 0.6 -0.2 0.9 -0.6544
C 10.54055 18.17847 -19.32569 4.0 0.8 0.5 0.0578
C 10.49028 17.64657 -20.74042 0.1 0.0 0.7 -0.0906
O 9.71292 16.50584 -20.46751 -0.8 -1.4 -3.8 -0.4736
C 8.88523 16.74931 -19.48049 0.1 -3.1 1.7 0.9753
O 7.92934 16.08518 -19.17276 -0.2 0.7 -0.8 -0.6161
O 9.52911 17.51162 -18.64983 -1.3 3.1 1.8 -0.4537
H 11.90751 16.86035 -18.10181 -0.6 -0.5 -0.7 0.2640
H 12.11971 18.42954 -17.73212 -0.4 0.8 -0.2 0.2050
H 12.78218 17.83119 -19.20620 -0.3 0.2 -0.5 0.2200
H 10.50194 19.26667 -19.37515 -0.8 0.1 0.6 0.1782
H 11.48564 17.41169 -21.11751 -0.3 -0.4 -0.1 0.2281
H 9.95344 18.31232 -21.41620 0.0 0.0 -0.2 0.1666
C 11.18388 15.20806 -12.25584 0.6 -0.7 -1.1 -0.6575
C 10.30807 16.07853 -13.22444 1.6 0.3 0.8 0.0680
C 11.05982 17.18960 -14.02630 0.4 -1.5 -1.0 -0.0886
O 10.66365 16.90694 -15.42575 0.4 -0.1 1.1 -0.4810
C 9.83877 15.82212 -15.44536 -2.9 2.2 -3.2 0.9983
O 9.09763 15.53500 -16.38037 2.3 0.0 1.1 -0.6195
O 9.58790 15.37229 -14.26244 0.4 -1.0 3.7 -0.4732
H 10.74468 14.45905 -11.59691 -1.1 0.8 0.3 0.2360
H 11.85638 15.85190 -11.68900 -0.3 0.2 0.2 0.2171
H 11.86410 14.49334 -12.71908 0.2 0.4 -1.1 0.2375
H 9.73116 16.70794 -12.54686 -1.3 -0.8 -0.3 0.1856
H 12.14677 17.13553 -13.96536 0.0 -0.3 -0.1 0.1979
H 10.78025 18.18075 -13.66914 -0.4 0.0 -0.6 0.1901
C 7.11472 12.85725 -13.12027 -0.8 -0.5 0.2 -0.6342
C 6.04097 13.50668 -14.05544 3.8 -1.0 2.7 0.0737
C 6.14731 15.02754 -13.91626 -1.6 -2.0 2.5 -0.1017
O 5.68466 15.40090 -15.15171 -0.7 1.8 -1.3 -0.4833
C 6.00955 14.43895 -16.01575 0.2 -1.0 -3.2 0.9714
O 5.90089 14.47734 -17.22603 0.3 0.3 2.2 -0.5793
O 6.46975 13.36403 -15.33920 0.0 -0.4 -2.9 -0.4711
H 8.10507 13.29733 -13.23708 -0.3 0.4 0.0 0.2236
H 7.29904 11.78769 -13.22115 -0.4 -0.1 -0.7 0.2410
H 6.74928 12.90018 -12.09425 0.2 0.5 0.2 0.1977
H 5.06699 13.03158 -13.93825 -0.3 0.5 0.2 0.1857
H 7.12099 15.44705 -13.66316 0.0 -0.3 -0.1 0.1963
H 5.41899 15.09129 -13.10782 -0.2 1.7 0.0 0.1870

---

Entry 4:
14
Properties=species:S:1:pos:R:3:forces:R:3:nbo_charge:R:1 method="wB97M-V/def2-TZVPD" max_force_ha_per_bohr=0.0546 multiplicity=2 e_above_lowest_kj_mol=201.27 lumo_energy_ev="4.25 / 4.24" charge=-1
C -2.64298 -0.17067 -2.18280 0.7 -1.3 0.5 -0.7149
C -2.08437 -1.02468 -1.28131 -1.2 1.8 0.1 -0.0453
O -1.44981 -0.51512 -0.16269 0.0 -0.8 -1.1 -0.8133
H -2.26225 0.84207 -2.21091 -0.4 0.1 -0.1 0.1813
H -3.42538 -0.51089 -2.85817 0.4 0.0 -0.2 0.1859
H -2.34033 -2.07027 -1.22506 0.1 -0.1 0.1 0.1653
H -1.52604 0.44440 -0.33444 0.4 0.3 0.7 0.3736
N 1.89007 -0.53061 1.59448 1.7 0.2 2.0 -0.8353
C 2.28984 0.73404 1.30404 -1.6 -1.0 -2.1 0.0979
N 2.91628 1.51773 2.08528 -0.4 0.1 0.0 -0.7947
H 1.46665 -1.14564 0.91902 0.2 0.1 -0.1 0.3904
H 2.43751 -0.85703 2.38800 -0.8 -0.8 -0.2 0.3717
H 1.91893 0.82946 0.25834 0.3 1.5 0.5 0.1035
H 2.81188 2.45719 1.70622 0.6 0.0 -0.2 0.3339

---

Entry 5:
23
Properties=species:S:1:pos:R:3:forces:R:3:nbo_charge:R:1 method="wB97M-V/def2-TZVPD" max_force_ha_per_bohr=0.1199 e_above_lowest_kj_mol=466.87 lumo_energy_ev="-4.21 / -4.48" charge=+1
C 0.54643 0.56843 2.19022 -0.7 -3.5 -3.2 0.0896
C -0.90871 0.33858 -0.25426 -1.3 0.5 0.4 -0.2576
C -0.93076 0.82767 2.40665 0.8 -0.4 -0.1 -0.6447
C -1.22452 1.01386 -1.37971 1.7 0.4 0.2 0.5674
C 1.97513 -1.33183 0.96787 3.5 1.9 -0.3 -0.4361
C 0.34623 -1.46027 -1.26865 1.2 -0.6 0.5 -0.4342
N 0.77438 -0.58927 0.90655 -0.3 3.3 5.2 -0.1196
N 0.17658 -0.45477 -0.24643 0.4 -0.8 0.9 -0.1122
N -0.44576 1.19708 -2.45599 -1.2 1.1 -2.1 -0.8088
O -2.34998 1.64035 -1.31244 -2.6 2.7 -2.1 -0.6187
S -2.05663 0.33470 1.06189 0.5 -0.2 0.8 0.3282
H 1.14586 0.28749 3.09471 -0.2 0.0 -1.3 0.2105
H -1.05202 1.87304 2.63494 -0.2 0.5 0.1 0.2556
H -1.22602 0.23581 3.27654 -0.1 0.1 0.1 0.2563
H 1.80498 -2.29253 0.57708 0.1 -1.4 -0.2 0.2232
H 2.82595 -0.79397 0.27840 -1.9 -1.3 1.6 0.2127
H 2.37649 -1.38123 2.02125 -0.7 0.0 -1.3 0.2511
H 0.49844 -2.49560 -0.91273 0.4 0.8 0.1 0.2423
H 1.13152 -1.05368 -1.87110 0.6 -0.8 -0.9 0.2158
H -0.56208 -1.52811 -1.76950 -1.4 0.2 -1.2 0.2406
H 0.48254 0.97992 -2.70304 1.1 -0.7 0.9 0.4222
H -0.83756 1.70275 -3.24772 -0.3 -0.2 0.4 0.4044
H -2.49049 2.38159 -1.99450 0.5 -1.7 1.4 0.5121